(a)
ORCA calculation (ωB97M-V with the def2-TZVPD basis set) on a cluster of 2 separate species, C4H8O2 in total.

As for the structure (SMILES): O=C=CCO.C. As for the HOMO-LUMO gap: 9.89 eV. For the LUMO energy, the calculation gives 0.71 eV. The HOMO energy comes out at -9.2 eV.

The geometry in ORCA input format:
```
! wB97M-V def2-TZVPD RIJCOSX def2/J DEFGRID3
* xyz 0 1
C -0.773 -0.030 2.373
C 0.842 -0.515 0.195
O 1.761 -1.014 0.718
C 0.010 0.119 -0.606
C 0.479 0.562 -1.977
O -0.046 -0.245 -3.014
H 0.141 -0.192 2.951
H -1.544 0.394 3.009
H -1.216 -1.041 2.160
H -1.047 0.157 -0.403
H -0.512 0.771 1.613
H 1.576 0.616 -2.004
H 0.099 1.570 -2.177
H 0.230 -1.153 -2.839
*
```

Atom charges from the Löwdin analysis, given in e for atoms 1 to 8: C -0.071; C -0.241; O 0.174; C -0.099; C -0.269; O -0.063; H 0.026; H 0.015

=====

(b)
ORCA calculation (ωB97M-V with the def2-TZVPD basis set) on an isolated molecule of C4H8O2.

As for the structure (SMILES): CCC(=O)OC. As for the HOMO-LUMO gap: 11.37 eV. For the LUMO energy, the calculation gives 0.96 eV. The HOMO energy comes out at -10.4 eV.

The geometry in ORCA input format:
```
! wB97M-V def2-TZVPD RIJCOSX def2/J DEFGRID3
* xyz 0 1
C -2.208 -0.219 -0.009
C -1.024 0.559 0.563
C 0.238 0.257 -0.213
O 0.307 0.136 -1.414
O 1.292 0.118 0.611
C 2.509 -0.302 -0.006
H -3.121 -0.010 0.558
H -2.373 0.047 -1.057
H -2.023 -1.298 0.035
H -1.210 1.638 0.502
H -0.846 0.316 1.613
H 3.293 -0.121 0.731
H 2.451 -1.370 -0.240
H 2.698 0.259 -0.923
*
```

Atom charges from the Löwdin analysis, given in e for atoms 1 to 8: C -0.095; C -0.151; C -0.512; O 0.102; O -0.047; C -0.050; H 0.073; H 0.077

=====

Q: What are the energies relative to the best structure? A: (a) 47.4; (b) 0.0, in kcal/mol.

=====

(a)
ORCA calculation (ωB97M-V with the def2-TZVPD basis set) on a structure of composition C4H8O2.

As for the HOMO-LUMO gap: 8.63 eV. For the LUMO energy, the calculation gives 0.67 eV. The HOMO energy comes out at -8.0 eV.

The geometry in ORCA input format:
```
! wB97M-V def2-TZVPD RIJCOSX def2/J DEFGRID3
* xyz 0 1
C 1.419 -0.564 -0.845
O 0.433 0.072 -0.006
C -0.868 -0.392 -0.251
C 0.757 -0.462 1.678
C -1.845 0.508 -0.313
O -1.682 1.847 -0.282
H 1.052 -0.596 -1.874
H 1.602 -1.562 -0.441
H 2.329 0.036 -0.782
H -0.993 -1.467 -0.209
H 1.553 0.292 1.856
H -0.143 0.051 2.079
H -2.884 0.207 -0.373
H -0.731 2.030 -0.239
*
```

Atom charges from the Löwdin analysis, given in e for atoms 1 to 8: C -0.048; O -0.350; C -0.160; C 0.058; C -0.161; O 0.038; H 0.102; H 0.090

=====

(b)
ORCA calculation (ωB97M-V with the def2-TZVPD basis set) on a structure of composition C4H8O2.

As for the HOMO-LUMO gap: 10.69 eV. For the LUMO energy, the calculation gives 0.99 eV. The HOMO energy comes out at -9.7 eV.

The geometry in ORCA input format:
```
! wB97M-V def2-TZVPD RIJCOSX def2/J DEFGRID3
* xyz 0 1
C -1.513 -1.134 0.184
O -0.572 -0.962 -0.847
C 0.338 0.078 -0.734
C 0.227 1.466 -0.049
O 1.628 1.329 0.286
C 1.469 -0.108 0.236
H -1.281 -0.559 1.089
H -2.486 -0.824 -0.204
H -1.558 -2.195 0.452
H 0.732 0.273 -1.736
H -0.370 1.488 0.874
H -0.007 2.351 -0.651
H 1.096 -0.470 1.207
H 2.298 -0.734 -0.107
*
```

Atom charges from the Löwdin analysis, given in e for atoms 1 to 8: C -0.095; O -0.127; C -0.323; C -0.120; O -0.103; C -0.139; H 0.081; H 0.090

=====

Q: What are the energies relative to the best structure? A: (a) 73.3; (b) 0.0, in kcal/mol.

=====

(a)
ORCA calculation (ωB97M-V with the def2-TZVPD basis set) on an isolated molecule of C4H8O2.

As for the HOMO-LUMO gap: 8.83 eV. For the LUMO energy, the calculation gives 0.74 eV. The HOMO energy comes out at -8.1 eV.

The geometry in ORCA input format:
```
! wB97M-V def2-TZVPD RIJCOSX def2/J DEFGRID3
* xyz 0 1
C -2.355 0.291 -0.165
O -1.194 -0.500 -0.261
C -0.248 -0.075 0.691
C 0.753 -1.229 0.899
C 2.343 -0.123 -0.613
O 1.928 -1.078 0.381
H -2.864 0.131 0.795
H -2.121 1.362 -0.248
H -3.029 0.017 -0.976
H -0.755 0.056 1.661
H 0.164 0.909 0.411
H 1.871 -0.388 -1.556
H 2.087 0.892 -0.324
H 3.420 -0.264 -0.696
*
```

Atom charges from the Löwdin analysis, given in e for atoms 1 to 8: C -0.120; O -0.194; C -0.281; C 0.007; C -0.042; O -0.131; H 0.091; H 0.089

=====

(b)
ORCA calculation (ωB97M-V with the def2-TZVPD basis set) on a structure of composition C4H8O2.

As for the HOMO-LUMO gap: 9.87 eV. For the LUMO energy, the calculation gives 0.79 eV. The HOMO energy comes out at -9.1 eV.

The geometry in ORCA input format:
```
! wB97M-V def2-TZVPD RIJCOSX def2/J DEFGRID3
* xyz 0 1
C -1.533 -0.199 -0.460
C -0.320 0.541 0.060
O -0.702 1.587 0.936
C 0.585 -0.369 0.831
C 1.909 -0.300 0.839
O 3.049 -0.428 1.029
H -2.192 0.484 -1.008
H -1.234 -1.003 -1.135
H -2.087 -0.639 0.371
H 0.221 0.962 -0.797
H -1.449 2.054 0.539
H 1.533 -1.085 -1.226
H 0.157 -0.974 1.625
H 2.065 -0.632 -1.606
*
```

Atom charges from the Löwdin analysis, given in e for atoms 1 to 8: C -0.057; C -0.491; O -0.037; C -0.098; C -0.243; O 0.170; H 0.082; H 0.080

=====

Q: What are the energies relative to the best structure? A: (a) 44.7; (b) 0.0, in kcal/mol.